(1)
Density functional theory data (ωB97M-V with the def2-TZVPD basis set) for a cluster of 2 separate species, C4H13N3 in total in a non-equilibrium geometry.

Positions of all 20 atoms, in Å:
H -4.40 0.59 1.21
H 0.31 1.58 -1.59
H 3.28 0.48 0.09
N 0.01 1.67 -0.64
H 1.34 -1.97 0.05
N -2.59 0.41 0.04
H -1.49 -0.50 -1.31
H -3.41 -0.72 1.58
C -3.46 0.14 0.97
H 2.02 -0.97 -1.35
C 1.83 -1.16 -0.37
H 3.45 -1.08 0.95
C 2.74 -0.40 0.47
H -1.47 -1.20 0.46
H 0.30 0.66 0.90
H -2.58 1.29 -0.44
H 0.63 2.35 -0.27
N -0.03 0.33 -0.05
C -1.38 -0.32 -0.28
H 2.15 -0.14 1.33

Computed properties:
Net charge: +2
Energy relative to the best compared isomer or geometry (same formula, charge and spin), kcal per mole: 146.6
Frontier orbital gap, eV: 8.6
E, eV: -8807.21969
Lowest unoccupied orbital energy, eV: -9.416

(2)
Density functional theory data (ωB97M-V with the def2-TZVPD basis set) for a structure of composition C40H54BeBr2Cl2F6MgN7O10S in a non-equilibrium geometry.

Positions of all 124 atoms, in Å:
F 3.45 -2.78 3.76
H -5.68 0.13 -1.20
O 6.39 -4.56 1.61
Br -7.39 6.31 0.18
C 1.91 -5.78 2.53
H -0.92 -0.91 0.26
C -2.58 -3.41 1.63
C -2.51 5.07 1.06
O 5.19 -3.14 5.02
F 1.80 -0.56 -2.33
H 1.35 -6.19 0.54
C 3.43 3.88 -2.91
C -3.82 4.96 0.68
H 0.13 5.53 0.66
N 4.80 -4.54 3.23
C 3.99 4.80 -4.00
O -5.85 -4.31 2.01
H -0.47 -3.55 -0.36
C -7.88 3.51 -0.41
H 5.46 5.40 -1.60
O -1.73 -7.37 0.69
C 5.44 5.21 -3.75
N -8.16 3.72 -1.70
H 3.94 4.27 -4.95
C 5.01 -1.90 1.08
C 4.87 7.31 -2.37
H 4.95 7.92 -4.47
H 4.62 9.24 -3.34
C -5.90 4.22 -2.14
F 3.65 0.45 -1.92
H -4.17 -8.57 1.95
H 6.26 8.58 -3.47
O -1.96 -2.18 2.08
C -5.25 0.21 -0.21
S 6.17 0.13 1.34
H 2.40 3.59 -3.15
H -9.81 2.48 -2.03
C -0.16 4.51 0.90
H -3.40 2.57 -1.68
C 0.03 -2.62 -0.63
H -3.64 -3.20 1.60
C -9.54 3.52 -2.17
O 0.16 -2.64 2.67
H 3.35 5.68 -4.10
C 5.19 8.31 -3.48
H -8.70 3.20 0.22
C 4.35 -0.96 0.26
C 2.70 -2.57 -0.39
H 3.57 -7.10 1.94
H 6.06 4.31 -3.71
C -5.92 -5.51 1.64
Mg -3.21 1.06 5.51
Be 7.36 9.33 -5.13
H -0.53 -2.24 -1.47
O 9.31 0.31 1.34
N -1.56 4.32 0.48
C -0.13 -1.60 0.53
C 1.87 0.96 -0.52
H 2.21 -4.95 3.16
C -2.39 -4.55 2.60
N -2.91 -7.63 0.58
C 4.54 -3.46 4.08
H 5.51 -5.09 3.70
C 1.47 -2.99 -1.17
F 2.13 0.97 0.77
C 5.67 6.02 -2.47
O -3.73 -6.96 -0.02
H -3.01 -4.41 3.48
H 8.75 -0.43 1.07
H -6.39 3.45 1.12
O -5.40 -6.45 2.22
Cl -3.62 -0.47 -0.25
H 0.98 -4.57 1.04
H -1.37 -4.61 2.93
H -10.19 4.17 -1.59
H 3.41 4.38 -1.94
H -2.66 -5.48 2.11
H 3.28 -6.98 3.65
C 1.75 -5.32 1.08
H 1.51 -4.07 -1.25
C -6.59 3.66 0.08
C 4.51 -3.23 1.11
H 4.02 2.98 -2.82
C 5.31 -4.16 1.96
C 2.79 -7.02 2.69
C 3.40 -3.58 0.41
H -5.14 4.52 -2.85
Br -1.94 -0.32 3.83
C -4.18 4.07 -0.34
C -3.17 3.29 -0.90
O -6.58 -5.58 0.58
C -0.58 -2.20 1.84
Cl -6.27 -0.65 0.94
F 0.54 0.86 -0.74
H 5.80 5.77 -4.61
H -2.58 -9.35 1.73
N 2.98 -4.93 0.41
H 3.74 -5.55 0.65
H -0.09 4.34 1.98
H 5.08 7.77 -1.41
H 1.51 -2.65 -2.19
H -5.20 1.26 0.09
H -9.60 3.78 -3.22
H -1.06 2.85 -0.90
N 4.95 0.23 0.34
N 6.06 -1.44 1.74
H 6.74 6.26 -2.41
C 3.19 -1.30 -0.49
H -7.47 4.26 -3.58
H 0.92 -6.06 2.86
C 2.61 -0.17 -1.33
H -4.57 5.59 1.15
C -3.41 -8.87 1.24
H 0.48 3.82 0.38
H -2.26 -3.68 0.63
F 2.20 2.15 -1.02
H -2.19 5.76 1.83
H 2.19 -7.93 2.64
C -7.19 4.09 -2.56
C -1.87 3.43 -0.48
H -3.83 -9.50 0.46
H 0.74 -1.00 0.75
C -5.57 3.99 -0.80
H 3.79 7.09 -2.38

Computed properties:
Net charge: +1
Frontier orbital gap, eV: 1.0
E, eV: -271355.95399
Lowest unoccupied orbital energy, eV: -6.954